C46H60OP2PdSi | the ωB97M-V functional and the def2-TZVPD basis

Energy above the lowest of the compared OMol25 structures with the same formula, charge and spin, kcal/mol: 8.8
Frontier orbital gap, Eh: 0.1484
E_LUMO, eV: 4.49
Charge: -2
Highest occupied orbital energy, eV: 0.45

Each line ends with the Mulliken charge.
Atoms and positions in Å:
Pd (0.393099, 0.701672, 0.848860)  -0.64
C (4.163536, 1.270814, 1.011122)  -1.77
Si (2.511355, 0.844696, 0.028374)  -0.43
C (2.859350, 1.893872, -1.558038)  0.73
C (4.158354, 2.240506, -1.911048)  -0.09
C (4.451615, 3.288498, -2.762932)  -1.13
C (3.410265, 4.076759, -3.219565)  -0.97
C (2.110412, 3.754860, -2.877936)  -0.87
C (1.799383, 2.635516, -2.110358)  0.47
P (0.090549, 2.262120, -1.557978)  0.23
C (-1.008032, 3.371000, -2.683365)  1.04
C (-1.151925, 4.736956, -2.007196)  -0.66
C (-2.337310, 5.508196, -2.585977)  -0.91
C (-2.210530, 5.657581, -4.099672)  -0.73
C (-2.062832, 4.290268, -4.757907)  -0.94
C (-0.834580, 3.574613, -4.193957)  -0.71
C (-0.245416, 0.514729, -2.216530)  1.55
C (-1.320411, -0.132364, -1.332342)  1.84
C (-2.744439, 0.127213, -1.796706)  -1.13
C (-2.915329, -0.379535, -3.225511)  -1.01
C (-1.956616, 0.367258, -4.146185)  0.20
C (-0.502272, 0.204916, -3.695516)  -1.57
C (3.041073, -0.971871, -0.407132)  0.54
C (4.222754, -1.227183, -1.086932)  -0.01
C (4.821115, -2.474141, -1.091136)  -0.87
C (4.235596, -3.494210, -0.360473)  -0.89
C (3.019313, -3.282502, 0.258744)  0.08
C (2.375772, -2.045187, 0.201904)  -0.81
P (0.634226, -1.839338, 0.753005)  1.76
C (0.081793, -3.683748, 0.364214)  0.11
C (-1.384663, -3.857000, 0.738481)  -0.73
C (-1.887049, -5.268495, 0.414384)  -0.93
C (-1.377193, -5.762454, -0.946121)  -0.87
C (-0.921545, -4.589098, -1.804775)  -0.58
C (0.265347, -3.884495, -1.145445)  -0.54
C (0.826318, -2.078142, 2.618749)  0.32
C (2.104954, -1.384796, 3.089409)  -0.65
C (2.176809, -1.237127, 4.607427)  -1.26
C (1.420711, -0.014128, 5.158836)  -0.71
C (0.392205, 0.626990, 4.219987)  -1.06
C (-0.431147, -1.703499, 3.419950)  -1.96
H (5.031057, 0.739908, 0.624657)  0.47
H (4.075971, 1.009983, 2.062691)  0.27
H (4.362220, 2.338268, 0.950900)  0.43
H (4.983020, 1.693885, -1.474777)  0.25
H (5.480574, 3.520173, -3.026817)  0.36
H (3.611721, 4.960237, -3.817630)  0.38
H (1.340973, 4.435720, -3.192836)  0.00
H (-1.976149, 2.873121, -2.539017)  -0.22
H (-0.240546, 5.327872, -2.128315)  0.28
H (-1.298778, 4.580395, -0.936597)  0.56
H (-2.407773, 6.496717, -2.121148)  0.43
H (-3.258744, 4.967909, -2.356674)  0.28
H (-1.332157, 6.265590, -4.333446)  0.33
H (-3.085446, 6.177415, -4.502129)  0.40
H (-1.964375, 4.404683, -5.844178)  0.40
H (-2.961555, 3.697050, -4.566061)  0.34
H (0.031992, 4.193792, -4.420969)  0.61
H (-0.685013, 2.630537, -4.711458)  -0.05
H (0.706508, 0.031839, -1.943933)  -0.67
H (-1.161493, 0.247146, -0.296128)  -0.88
H (-1.161541, -1.218955, -1.322023)  -0.42
H (-2.966354, 1.194678, -1.744182)  0.06
H (-3.445590, -0.384081, -1.129784)  0.63
H (-3.947674, -0.240049, -3.569511)  0.55
H (-2.698168, -1.452362, -3.254478)  0.11
H (-2.249316, 1.414590, -4.143987)  -0.50
H (-2.059501, -0.003868, -5.174694)  0.46
H (0.162109, 0.800781, -4.327167)  0.47
H (-0.229944, -0.846383, -3.853260)  0.47
H (4.691782, -0.421203, -1.634440)  0.17
H (5.751981, -2.642846, -1.626375)  0.39
H (4.720384, -4.463752, -0.288793)  0.34
H (2.585812, -4.104662, 0.811700)  0.35
H (0.642203, -4.443338, 0.921524)  0.74
H (-1.978980, -3.106108, 0.213936)  0.09
H (-1.519034, -3.685596, 1.807003)  0.16
H (-2.980731, -5.273094, 0.431120)  0.48
H (-1.549236, -5.957805, 1.194338)  0.30
H (-2.155371, -6.335773, -1.460414)  0.47
H (-0.525973, -6.431781, -0.800602)  0.34
H (-1.750215, -3.890773, -1.930718)  -0.01
H (-0.633007, -4.942941, -2.798647)  0.52
H (0.405557, -2.901422, -1.614868)  -0.22
H (1.179121, -4.453642, -1.334886)  0.47
H (0.952499, -3.163253, 2.778952)  0.48
H (2.181655, -0.411788, 2.595340)  -0.49
H (2.959119, -1.978838, 2.746798)  0.73
H (3.228812, -1.155700, 4.906166)  0.42
H (1.794702, -2.158427, 5.061019)  0.30
H (2.152643, 0.770465, 5.382012)  0.48
H (0.963576, -0.280952, 6.116002)  0.34
H (0.924435, 1.026432, 3.337172)  0.24
H (-0.045540, 1.487597, 4.740406)  0.51
H (-1.297152, -2.138886, 2.913058)  -0.13
H (-0.356307, -2.194918, 4.397532)  0.79
O (-2.365227, 2.380587, 1.437075)  -0.84
C (-1.664827, 1.504948, 1.920584)  2.26
C (-1.206868, 0.410804, 2.357939)  -3.57
C (-0.785669, -0.214906, 3.645326)  4.35
C (-1.947210, -0.236168, 4.645461)  -0.24
C (-1.796512, -0.760461, 5.928486)  -0.24
C (-2.854606, -0.822506, 6.817968)  -0.97
C (-4.104297, -0.355496, 6.448497)  -0.44
C (-4.272671, 0.178761, 5.182606)  -0.79
C (-3.210081, 0.238480, 4.297486)  -0.58
H (-0.836523, -1.134670, 6.248302)  0.21
H (-2.703460, -1.235521, 7.809932)  0.36
H (-4.935116, -0.402026, 7.142858)  0.34
H (-5.245845, 0.548865, 4.882550)  0.39
H (-3.344467, 0.655998, 3.310835)  0.32

Forces on the atoms, in the same order (eV/Å):
1.02 0.31 0.22
-0.42 -0.08 -0.22
0.35 -0.43 0.21
-0.23 -0.14 0.45
0.31 -0.07 -0.14
0.17 0.09 -0.12
0.19 0.17 -0.08
-0.11 0.19 -0.21
0.04 0.02 -0.07
-0.66 -0.02 -0.47
0.46 -0.10 0.25
-0.38 -0.06 0.17
0.26 0.23 -0.07
-0.33 -0.10 0.04
0.26 0.17 -0.16
-0.26 -0.20 -0.06
0.28 0.07 0.10
-0.12 0.27 0.18
0.02 -0.24 -0.08
-0.14 0.27 0.01
0.03 -0.31 -0.06
0.04 0.23 -0.06
-0.26 0.32 0.08
0.26 -0.17 -0.25
0.20 0.01 -0.10
0.19 -0.31 -0.03
0.06 -0.06 0.08
0.25 -0.20 -0.21
-0.16 -0.59 0.55
0.02 0.60 0.03
0.07 -0.14 0.21
-0.03 0.04 0.04
-0.10 0.02 -0.15
0.18 -0.20 -0.05
-0.05 0.01 -0.16
0.00 0.07 -0.30
0.20 -0.18 0.25
0.13 0.05 -0.08
-0.13 -0.04 0.07
0.27 0.11 -0.07
0.10 -0.03 -0.07
0.22 -0.07 -0.13
-0.13 -0.08 0.21
0.00 0.25 0.03
0.09 -0.04 0.08
-0.05 -0.01 0.03
-0.04 -0.02 -0.02
-0.12 -0.01 -0.05
0.04 -0.02 -0.01
0.08 0.03 0.00
0.05 0.05 0.04
-0.07 -0.01 0.05
-0.08 -0.02 0.06
0.07 0.06 -0.03
0.00 0.08 -0.03
-0.07 -0.03 0.01
-0.06 -0.06 -0.02
0.03 -0.03 -0.01
0.06 -0.02 -0.03
-0.18 0.06 -0.08
-0.61 -0.60 -0.75
0.03 0.10 0.10
-0.12 0.07 0.02
0.04 0.09 0.05
0.03 -0.06 -0.02
-0.01 -0.08 0.00
-0.02 0.13 -0.07
0.02 0.11 0.02
0.06 -0.09 -0.05
0.03 -0.02 -0.02
0.13 0.11 -0.01
-0.04 0.01 0.01
-0.03 0.00 -0.01
-0.12 -0.06 0.01
0.12 0.04 0.07
-0.09 0.08 0.04
-0.08 0.06 -0.06
-0.04 -0.04 0.03
-0.07 0.02 0.05
0.05 -0.06 0.02
0.06 -0.07 -0.03
-0.08 0.07 -0.09
-0.07 0.07 -0.07
0.08 -0.08 -0.09
-0.01 0.03 -0.04
0.04 0.12 -0.03
0.04 -0.03 0.07
-0.06 0.10 0.02
-0.07 -0.08 0.02
0.04 -0.01 0.07
-0.05 0.00 0.03
0.05 0.09 0.07
-0.22 -0.10 0.36
0.01 0.01 -0.13
-0.01 0.05 0.19
0.01 -0.01 -0.05
0.51 0.08 0.20
-1.49 0.18 -0.22
0.35 0.01 0.41
0.00 0.04 -0.10
-0.12 0.06 -0.01
0.07 -0.03 0.03
-0.02 -0.01 0.21
-0.15 0.02 0.11
-0.16 0.00 0.10
0.08 0.04 -0.13
0.09 -0.08 -0.01
0.02 -0.01 -0.01
-0.03 -0.01 0.01
-0.01 0.03 -0.05
-0.01 0.01 -0.07